Computed, not measured: a cluster of 7 separate species, C29H61Cl2N8O9PSSi in total at a distorted geometry, with wB97M-V/def2-TZVPD.

Geometry as XYZ:
```
112
Properties=species:S:1:pos:R:3:forces:R:3:lowdin_charge:R:1
C -3.086 -1.063 2.941 -0.582 -0.609 -0.813 -0.100
C -4.520 -1.061 2.173 1.191 -2.004 -0.267 -0.741
Cl -5.811 -0.101 3.036 0.865 -0.397 -0.709 0.617
C -4.313 -0.700 0.632 0.786 -0.406 0.650 -0.745
Cl -5.485 -1.587 -0.503 0.788 0.735 0.926 0.530
Si -4.200 1.195 0.256 1.307 -0.266 -0.279 0.486
C -3.540 2.248 1.710 0.737 0.882 0.712 -0.285
C -1.965 2.556 1.681 0.313 1.350 0.916 -0.251
C -1.798 4.112 2.159 -0.023 -0.957 -2.109 -0.222
S -0.219 4.435 3.070 1.113 5.678 3.984 0.715
O 0.259 5.851 2.804 -1.331 -4.156 -0.794 -0.361
O -0.497 4.339 4.540 0.625 -1.643 -3.708 -0.331
O 1.026 3.414 2.614 -2.324 0.374 -0.371 -0.185
P -6.136 2.100 -0.356 -2.908 -0.555 0.523 0.576
N -7.441 1.289 0.118 1.264 -0.253 0.162 -0.376
C -3.045 1.337 -1.277 3.064 0.625 -4.643 -0.235
C -3.366 2.217 -2.544 3.451 -2.708 1.120 -0.041
C -2.333 2.149 -3.675 -1.020 0.100 1.034 -0.126
N -1.131 1.422 -3.789 -2.016 -0.365 3.419 0.015
C -0.775 0.644 -2.663 -3.501 1.310 1.169 -0.100
C -1.694 0.586 -1.439 -0.760 0.954 -1.017 -0.059
H -3.194 -1.560 3.964 0.076 1.106 -1.301 0.093
H -2.611 -0.031 2.969 -0.618 -1.409 0.211 0.060
H -2.423 -1.777 2.322 -0.896 1.203 0.919 0.094
H -4.858 -2.164 2.204 0.268 1.844 -0.021 0.103
H -3.274 -1.117 0.346 -1.673 0.555 0.447 0.070
H -3.789 1.852 2.751 0.083 0.462 -1.485 0.075
H -4.072 3.272 1.636 0.651 -1.620 0.010 0.078
H -1.352 1.937 2.420 -1.083 0.444 -1.095 0.109
H -1.477 2.504 0.656 -0.788 -0.226 1.246 0.091
H -2.686 4.476 2.776 1.710 -0.470 -0.379 0.123
H -1.746 4.717 1.177 0.032 -0.601 1.778 0.124
H 0.925 3.221 1.650 0.236 0.223 0.741 0.095
H -6.212 3.403 0.288 0.614 -0.284 -1.047 -0.016
H -6.222 2.234 -1.790 0.525 0.655 0.659 -0.026
H -7.122 0.444 0.611 -0.522 0.357 -0.226 -0.121
H -4.309 2.856 -2.600 1.661 -1.002 -0.151 0.064
H -2.588 2.801 -4.589 0.588 -1.209 1.479 0.109
H 0.175 0.016 -2.661 -1.405 1.086 -0.164 0.105
H -1.357 -0.080 -0.567 -0.461 1.068 -1.451 0.094
C 0.381 -0.901 -7.061 -0.227 0.083 0.439 -0.079
N 0.877 0.098 -6.140 0.505 0.151 -0.052 0.011
C 1.938 0.936 -6.297 -0.226 0.189 0.334 -0.542
C 2.727 0.846 -7.576 0.075 0.195 -0.108 -0.014
O 2.224 1.732 -5.410 0.059 -0.183 -0.115 0.018
H -0.656 -0.659 -7.304 0.015 -0.203 -0.196 0.082
H 0.412 -1.873 -6.562 -0.066 -0.120 -0.264 0.081
H 0.967 -0.945 -7.976 -0.015 0.075 0.142 0.073
H 0.398 0.218 -5.257 -0.119 0.144 -0.181 0.093
H 3.539 1.574 -7.554 -0.130 -0.069 0.136 0.064
H 3.160 -0.151 -7.681 -0.109 0.002 -0.179 0.086
H 2.084 1.073 -8.430 0.039 -0.202 -0.037 0.088
C -7.881 -0.666 7.196 -0.145 -0.159 -0.645 -0.076
N -7.135 0.334 6.463 0.235 0.449 0.399 0.013
C -6.384 1.355 6.956 0.086 0.080 -0.669 -0.554
C -6.289 1.505 8.450 0.089 0.106 0.169 -0.013
O -5.812 2.119 6.188 -0.022 -0.037 0.190 0.011
H -7.499 -1.650 6.916 -0.168 0.057 0.271 0.055
H -8.931 -0.592 6.901 -0.083 -0.091 0.240 0.083
H -7.797 -0.538 8.273 0.071 0.057 -0.139 0.076
H -7.149 0.300 5.455 0.007 -0.063 0.108 0.087
H -5.658 2.361 8.688 -0.075 -0.101 -0.179 0.084
H -7.280 1.677 8.875 0.065 -0.147 0.093 0.083
H -5.839 0.611 8.889 -0.163 0.012 0.079 0.082
C 6.227 1.553 -1.738 0.202 -0.280 0.324 -0.078
N 5.313 0.590 -1.161 -0.429 -0.063 -0.153 0.003
C 4.001 0.388 -1.462 -0.108 -0.294 0.316 -0.549
C 3.380 1.253 -2.524 -0.041 -0.068 0.088 -0.003
O 3.364 -0.478 -0.873 0.012 0.101 -0.088 0.009
H 7.067 1.010 -2.178 0.090 0.258 -0.124 0.077
H 6.599 2.196 -0.938 0.106 0.163 -0.217 0.083
H 5.753 2.165 -2.503 -0.032 -0.120 0.098 0.080
H 5.658 -0.027 -0.440 -0.024 0.088 -0.079 0.137
H 2.334 0.975 -2.652 0.201 0.004 0.030 0.058
H 3.423 2.303 -2.226 0.073 0.010 -0.220 0.097
H 3.893 1.108 -3.474 -0.114 0.278 0.041 0.052
C 8.301 -0.128 -6.237 0.183 0.610 -0.547 -0.089
N 7.497 0.975 -6.726 -0.697 -0.046 0.063 0.011
C 6.183 1.229 -6.486 0.262 0.469 -0.400 -0.535
C 5.430 0.268 -5.605 -0.189 -0.046 0.057 -0.002
O 5.650 2.215 -6.981 -0.010 -0.131 0.095 0.018
H 9.133 0.283 -5.672 -0.156 -0.268 -0.100 0.060
H 8.690 -0.675 -7.100 0.055 -0.219 0.144 0.086
H 7.733 -0.805 -5.604 0.044 0.201 -0.055 0.070
H 7.935 1.661 -7.323 -0.049 -0.071 0.085 0.139
H 4.396 0.600 -5.505 0.216 0.121 -0.073 0.046
H 5.430 -0.729 -6.052 0.109 -0.049 0.196 0.093
H 5.882 0.239 -4.611 0.037 -0.219 -0.058 0.076
C 12.482 -3.226 -3.449 0.265 0.297 -0.291 -0.076
N 11.683 -2.123 -3.937 -0.536 0.020 0.133 0.006
C 10.369 -1.863 -3.698 0.175 0.413 -0.261 -0.522
C 9.609 -2.819 -2.820 -0.167 -0.018 0.053 -0.004
O 9.841 -0.875 -4.194 0.349 -0.503 0.692 -0.004
H 13.319 -2.819 -2.879 0.035 -0.271 0.080 0.085
H 12.871 -3.776 -4.309 0.074 -0.194 0.199 0.084
H 11.910 -3.902 -2.817 -0.006 0.139 -0.091 0.075
H 12.125 -1.438 -4.534 -0.022 -0.085 0.078 0.144
H 8.577 -2.479 -2.724 0.177 0.051 -0.090 0.084
H 9.603 -3.816 -3.266 0.062 -0.024 0.179 0.087
H 10.055 -2.852 -1.824 -0.009 -0.178 -0.059 0.087
C -8.232 -6.012 8.552 -0.044 -0.059 -0.494 -0.078
N -7.487 -5.015 7.815 0.221 0.362 0.274 0.005
C -6.734 -3.992 8.304 0.172 0.073 -0.532 -0.549
C -6.635 -3.839 9.798 0.069 0.111 0.125 -0.008
O -6.163 -3.231 7.533 0.032 -0.200 0.233 0.007
H -7.853 -6.998 8.276 -0.158 -0.090 0.224 0.084
H -9.283 -5.940 8.262 -0.042 -0.178 0.225 0.084
H -8.145 -5.879 9.629 0.046 0.059 -0.148 0.075
H -7.504 -5.052 6.805 -0.004 -0.020 0.114 0.142
H -6.003 -2.982 10.032 -0.068 -0.110 -0.172 0.085
H -7.625 -3.664 10.224 0.065 -0.150 0.098 0.086
H -6.185 -4.731 10.238 -0.161 0.030 0.098 0.086
```
Forces are in eV/Å.

Computed properties:
Calculated total energy in eV: -114453.22929
F_max in eV Å⁻¹: 7.03
LUMO energy in eV: -0.49
Orbital gap in eV: 7.7
Total charge: 0
SMILES: C[C@@H](Cl)[C@@H](Cl)[Si@](CCCS(=O)(=O)O)([PH2]=N)c1ccncc1.CNC(C)=O.CNC(C)=O.CNC(C)=O.CNC(C)=O.CNC(C)=O.CNC(C)=O
E_HOMO in hartree: -0.3025